(1)
119
Properties=species:S:1:pos:R:3:forces:R:3 method="wB97M-V/def2-TZVPD" total_charge=-2 relative_energy_kcal_mol=0.0 homo_lumo_gap_ev=5.435 total_energy_ev=-253061.5993 lumo_energy_ev=3.8398
H -2.40172 -4.21758 5.16910 0.0 0.0 0.0
C 3.56727 2.84063 -5.25621 0.0 0.0 0.0
C 0.45444 -2.44236 4.75731 0.1 0.0 0.0
C 4.46058 -0.14181 -0.02072 -0.1 0.0 0.0
H -1.85012 -0.42274 3.29540 0.1 -0.1 0.1
H 5.57600 2.15646 -4.90284 0.0 0.0 0.0
H 2.61960 2.50279 0.97215 0.0 0.0 0.0
As -5.65121 -2.85408 0.44122 -0.2 0.1 0.7
P 1.08360 -0.08304 3.37791 0.0 0.0 -0.1
H -7.12358 -3.34684 2.43539 0.0 0.0 0.0
H 4.50668 1.70284 7.60881 0.0 0.0 0.0
C -0.75542 -4.86735 0.56738 0.0 0.0 0.1
C 4.17437 1.32605 -3.50210 0.0 0.0 0.0
C 0.56153 -2.93046 -0.00786 0.1 0.0 0.0
H 0.02414 -4.32701 5.67745 0.0 0.0 0.0
C 2.94517 -4.09367 -3.60073 0.0 0.0 0.0
H 1.87979 -4.53835 2.66915 0.0 0.0 0.0
H 3.38526 -3.85002 -5.68932 0.0 0.0 0.0
C 3.24199 1.20412 4.50595 0.0 0.0 0.0
C 2.83780 1.51797 0.57225 0.0 0.0 0.1
P 0.75416 -1.53876 -1.17235 -0.1 0.0 -0.1
C 0.27826 3.37326 -1.99718 0.0 -0.2 0.1
H -0.31352 1.37750 5.41559 0.0 0.0 0.0
H 5.48810 -0.48035 -0.08448 0.0 0.0 0.0
C -7.06479 -2.49411 1.76054 0.1 0.0 -0.1
C -2.10478 3.03622 -6.96565 0.0 0.0 0.0
H 2.54418 0.30445 8.18150 0.0 0.0 0.0
H -6.81498 -1.15251 -0.91113 0.0 0.0 0.0
H -5.70156 -0.38954 0.25913 0.0 0.1 0.0
C 0.82082 5.71615 -1.72298 0.0 0.0 0.0
H 1.52020 -2.52269 4.94608 0.0 0.0 0.0
H 3.46867 -5.03898 -3.51888 0.0 0.0 0.0
C -1.85539 3.48930 3.29247 0.0 0.0 0.0
Si 0.03534 1.48703 0.27340 0.0 -0.2 0.0
H -2.87551 4.73470 -5.90223 0.0 0.0 0.0
C 2.84387 1.26956 -3.10443 0.0 0.0 0.1
C -1.41909 -1.27106 3.81831 0.1 0.1 0.0
H 1.01062 -0.77307 -3.89092 0.0 -0.1 0.0
C 4.08649 1.67171 5.50035 0.0 0.0 0.0
H -2.60301 4.27224 3.26949 0.0 0.0 0.0
H -8.02726 -2.33306 1.26773 0.0 0.0 0.0
H -1.63867 -5.47012 0.40155 0.0 0.0 0.0
H -1.91281 3.23648 5.43138 0.0 0.0 0.0
H 0.71536 4.15997 1.26218 0.0 0.0 -0.1
H -0.05400 -6.01855 2.23763 0.0 0.0 0.0
C -6.53781 -4.27958 -0.51376 0.0 0.0 -0.1
C -3.25100 0.54797 1.57836 -0.1 0.1 0.1
C -1.47763 2.90617 4.49600 0.0 0.0 0.0
C -0.57646 1.86173 4.48180 0.0 0.0 0.0
C -0.38735 -3.46640 5.16189 0.0 0.0 0.0
C 3.84433 1.34639 6.82913 0.0 0.0 0.0
C 1.21081 -4.33063 1.84310 0.0 0.0 0.0
C -0.77150 2.42649 -4.58127 0.1 0.0 0.0
C 1.56874 -1.69961 -3.80743 0.0 0.0 0.0
C -0.65160 1.60184 -5.69819 0.0 0.0 0.0
C -0.54598 -3.75046 -0.22684 0.0 0.0 0.0
C 1.42838 -3.21477 1.04601 0.0 0.0 0.0
C 4.15770 1.10981 0.50218 0.0 0.0 0.0
N -3.88168 0.76676 2.52297 0.0 0.0 0.0
Te -3.10946 2.02916 -1.86289 -0.2 0.0 0.0
C 2.89733 -3.42739 -4.81902 0.0 0.0 0.0
C 3.43530 -0.94748 -0.48512 0.1 -0.1 0.1
C 0.66005 4.27500 0.18596 0.0 0.1 0.0
C 0.90182 5.53047 -0.35156 0.0 0.0 0.0
H 4.91411 0.74550 -2.96368 0.0 0.0 0.0
H -3.30791 -2.25808 3.93196 0.1 0.0 0.1
H 1.50178 3.35336 -5.39522 0.0 0.0 0.0
C 1.85395 1.99663 -3.76070 0.0 0.1 -0.1
C -0.01469 1.39465 3.28775 0.0 0.0 0.1
H -2.62825 3.26848 -7.88543 0.0 0.0 0.0
H 3.84058 3.45702 -6.10522 0.0 0.0 0.0
Br -3.84532 -3.30046 -2.22422 0.2 -0.1 -0.3
H 3.44348 1.44750 3.46969 0.0 0.0 -0.1
C 0.52816 4.63307 -2.53465 0.1 0.0 0.0
P 0.11184 1.88400 -3.06515 0.3 0.0 -0.1
H -1.66582 3.46193 1.17671 0.0 0.0 0.1
Bi -2.12912 -0.07298 -0.34723 0.0 0.1 -0.2
C -1.31178 3.03281 2.11065 -0.1 0.0 0.0
H 3.67824 -1.90667 -0.92706 0.0 0.0 0.0
H 2.57733 0.65427 -2.25378 0.1 0.1 -0.2
H 1.00280 6.69072 -2.16118 0.0 0.0 0.0
C 0.12592 -5.16154 1.59869 0.0 0.0 0.0
H 2.34135 -4.08868 -1.54342 0.0 0.0 0.0
S -3.97834 -3.36109 1.60677 -0.1 0.0 -0.3
C 1.63084 -2.34452 -2.57398 0.1 0.0 0.0
H 4.93942 2.28540 5.23590 0.0 0.0 0.0
H -1.73309 4.17024 -3.79589 0.0 0.0 0.0
C 1.78099 0.70774 0.13714 0.0 0.1 0.1
C -2.23935 3.85894 -5.85630 0.0 0.0 0.0
H -1.21683 1.23561 -7.73097 0.0 0.0 0.0
H -1.27539 -3.50731 -0.99543 0.0 0.0 0.0
C 2.20657 -2.22879 -4.92054 0.0 0.0 0.0
C -1.58425 3.55095 -4.67134 -0.1 0.0 0.0
C -1.74660 -3.40548 4.87776 0.0 0.0 0.0
C 2.10158 -0.53754 -0.41841 0.0 -0.1 0.1
C -0.05325 -1.32287 4.09484 -0.1 0.0 0.0
H -0.03756 0.70914 -5.64060 0.0 0.0 0.0
H 0.51374 4.76730 -3.60940 0.0 0.0 0.0
C -1.31168 1.89993 -6.88040 0.0 0.0 0.0
C 2.24322 2.78410 -4.84788 -0.1 0.0 0.0
C 1.89566 0.10405 6.14919 0.0 0.0 0.0
H -5.78934 -4.89470 -1.00048 0.0 0.0 0.0
C -0.35980 1.99612 2.07076 -0.1 0.0 -0.1
C 4.54152 2.11184 -4.58276 0.0 0.0 0.0
C 2.74751 0.55999 7.14815 0.0 0.0 0.0
H 1.15036 6.35818 0.30281 0.0 0.0 0.0
C 2.12754 0.41980 4.81303 0.1 0.0 0.0
C 2.31706 -3.55540 -2.48712 -0.1 0.0 0.0
H 1.03455 -0.49529 6.41672 0.0 0.0 0.0
H -6.78125 -1.60751 2.32578 0.0 0.0 0.0
C 0.31961 3.17247 -0.60695 0.0 0.1 0.1
H -5.07848 -1.07374 -1.28438 0.1 0.0 0.0
H 2.26398 -2.55840 1.25720 0.0 0.0 0.0
H 4.94922 1.76664 0.84541 0.0 0.0 0.0
C -2.25903 -2.31106 4.19751 0.0 0.1 0.1
H 2.15123 -1.70794 -5.86867 0.0 0.0 0.0
H -7.19031 -3.83760 -1.26626 0.0 0.0 0.0
C -5.80837 -1.17262 -0.49025 0.1 0.0 0.0
H -7.11916 -4.83489 0.22241 0.0 0.0 0.0

(2)
61
Properties=species:S:1:pos:R:3:forces:R:3 method="wB97M-V/def2-TZVPD" relative_energy_kcal_mol=89.3 homo_lumo_gap_ev=8.053 total_energy_ev=-48388.3848 lumo_energy_ev=-0.0526 smiles="COc1ccc([C@H]([C@@H](C(=O)c2cccs2)N2CCOCC2)N2CCOCC2)cc1OC"
H 2.19245 -0.69021 2.63310 0.0 0.0 0.0
C 3.11838 0.73735 -1.88797 0.1 -0.1 0.2
C -2.40893 -0.82482 -2.21739 -0.2 -0.3 0.0
C 1.74401 0.80597 -1.98633 -0.1 -0.1 0.1
C -0.43203 4.55289 -0.63813 0.3 -0.3 -0.1
H 0.28264 3.25745 0.92404 0.0 0.0 -0.1
C -0.67095 0.53601 1.43369 -0.1 0.3 0.2
C -0.37754 -2.01248 -2.04646 -0.1 -0.4 -0.1
H -2.72034 -3.84786 2.32121 -0.1 -0.2 0.0
H -1.43133 -3.66072 -1.14087 0.1 0.0 -0.1
H -3.02477 4.35790 -0.78636 0.0 0.0 0.1
H -3.49323 -2.47261 -1.34278 0.0 0.0 -0.1
H -2.28665 0.58657 0.07660 0.1 0.1 0.0
H -1.22918 -3.08567 4.33620 0.0 -0.1 0.1
H 3.47980 -1.85097 3.05753 -0.1 0.0 0.0
H -3.06302 -0.08772 -1.74959 -0.1 0.1 0.0
H -2.14823 -0.46865 -3.22932 0.0 0.1 0.1
C -1.14171 -0.74247 1.96349 -0.2 -0.7 0.3
H -0.79658 4.46604 -1.67354 0.1 0.0 0.0
O 0.09590 1.22300 2.08193 -0.2 -0.1 -0.2
C 2.94615 -0.55810 0.12689 0.1 -0.1 0.1
O -1.40020 5.20438 0.15236 0.0 0.1 0.1
H -0.58315 -4.07942 -2.66082 0.0 0.0 0.1
C -3.15653 -2.15256 -2.33990 -0.1 0.3 0.0
C -1.25256 0.95290 0.08885 0.0 0.5 -0.5
C 1.56530 -0.50123 -0.00564 0.1 0.1 0.0
H -3.26207 4.98667 0.87319 0.0 -0.1 -0.1
C -2.16584 -2.93306 2.39990 -0.2 0.4 -0.3
H -0.06439 -1.69797 -3.05632 0.1 0.0 0.0
H 3.74857 1.21173 -2.62318 0.1 0.1 -0.1
C 2.76956 -1.55235 2.28730 -0.1 -0.1 0.2
O 3.55038 -1.22601 1.16176 0.1 0.2 -0.5
C 5.89737 -0.31536 0.19598 0.4 -0.1 0.3
H 5.65229 0.23353 1.10792 0.0 0.0 0.0
C -1.17302 -3.31455 -2.15312 0.4 0.1 0.1
O 5.10897 0.10988 -0.89351 -0.3 0.0 -0.2
O -2.34542 -3.14910 -2.91238 -0.1 0.0 -0.2
H 1.29801 1.34380 -2.81013 -0.1 0.1 -0.1
H 2.09198 -2.38910 2.08438 0.0 0.1 0.0
H -1.94827 3.10714 1.79488 -0.1 0.0 0.0
H 0.95660 -1.03317 0.70505 0.0 -0.1 0.1
S -2.19756 -1.81371 1.10485 0.1 -0.4 1.0
C -0.79998 -1.26706 3.18995 0.0 0.3 -0.3
H -4.02047 -2.04355 -2.99784 0.0 0.0 0.1
C -2.57996 4.44224 0.21770 -0.3 -0.3 0.2
C -1.38057 -2.51840 3.43553 -0.1 -0.2 0.0
H 6.92402 -0.09335 -0.09528 -0.1 0.0 0.0
C 0.94175 0.19635 -1.03179 0.2 0.0 -0.2
C -0.11729 3.15894 -0.09416 0.1 0.5 -0.1
H -0.15677 -0.74628 3.87627 0.1 0.1 0.1
H -3.25172 2.46728 0.75415 0.0 0.0 0.0
C -0.55792 0.28841 -1.14650 -0.1 0.0 0.1
H 0.62935 2.67451 -0.72066 0.0 0.1 0.0
N -1.20947 -1.00151 -1.41051 0.3 0.1 -0.3
H -0.77405 0.97726 -1.98067 0.0 0.0 0.1
H 5.79255 -1.38624 0.37966 0.0 0.1 0.0
C 3.75021 0.07696 -0.83809 -0.1 0.1 -0.1
H 0.51397 -2.19113 -1.44707 0.0 0.0 -0.1
C -2.31727 3.03449 0.75857 -0.1 0.4 -0.1
N -1.35300 2.38785 -0.11533 -0.1 -0.2 0.2
H 0.45652 5.18545 -0.61583 0.0 -0.1 0.0

(3)
116
Properties=species:S:1:pos:R:3:forces:R:3 method="wB97M-V/def2-TZVPD" total_charge=-1 relative_energy_kcal_mol=21.1 homo_lumo_gap_ev="4.064 / 6.851" multiplicity=3 total_energy_ev=-110336.2861 lumo_energy_ev="2.2708 / 2.2489"
C -0.05719 -5.86872 2.19416 -0.1 -0.1 0.1
C -1.76379 -3.95762 -4.47957 -0.3 -0.2 0.2
C 0.76794 0.29848 -3.78533 0.0 0.0 0.2
H -1.59383 -4.17674 -5.52033 0.1 0.1 0.0
H 2.30968 -2.33623 -1.66107 -0.1 0.0 -0.1
H 5.35949 -2.80999 -1.61042 0.0 0.0 0.0
C -0.38078 1.20347 2.94222 0.2 -0.1 0.1
H 3.25740 2.02973 1.22117 0.0 0.0 0.0
H -4.46289 4.39620 -2.34221 0.0 0.0 0.0
H -0.10277 4.96488 1.02519 0.1 0.1 0.0
C -2.82296 -0.09636 -2.82355 0.0 0.2 -0.1
H -5.22074 3.31773 -0.50312 0.0 0.0 0.0
C 1.72117 -1.46353 1.69259 -0.2 0.2 -0.3
H 5.30926 -2.96926 1.37297 0.0 0.0 0.0
P 3.00330 -0.73664 0.49965 0.1 -0.1 0.5
O -0.19582 -0.61685 -1.83669 0.9 0.6 -1.6
H -2.72526 0.84940 -5.31202 0.0 0.0 0.0
H -3.77498 0.03075 -3.34113 0.0 0.1 0.1
C -3.12545 3.84281 -0.71851 0.1 -0.1 0.0
C 4.19019 0.13406 1.72616 -0.1 0.0 -0.2
O -0.49532 -2.88903 0.13647 0.5 -0.4 0.2
C 3.46001 1.42820 2.10894 0.0 0.0 -0.1
C -0.34860 -0.04721 -3.02814 0.1 0.4 -0.5
H -1.29871 2.91660 3.87333 0.0 0.0 0.0
C -0.74365 -3.85029 1.01982 0.0 -0.4 0.4
H -4.85582 0.07766 -1.16771 0.0 0.0 0.0
H -2.74957 4.59874 -2.73961 0.0 0.0 0.0
H 3.64023 -3.46616 1.71873 0.0 0.0 0.0
C -1.65644 0.18661 -3.56693 0.1 -0.1 0.2
C 1.11663 2.91850 -0.57743 0.0 0.0 0.0
C -1.96631 -3.85188 1.76298 0.0 0.3 -0.2
H 0.68225 -6.64457 2.35202 0.0 0.0 0.0
H 4.94700 -1.60706 2.82121 0.0 0.0 0.0
H -1.44386 -6.66107 3.64057 0.0 0.0 0.0
C -3.46381 3.96597 -2.21159 0.1 0.0 0.0
H -2.65026 5.18027 0.93384 0.0 0.1 0.0
C 0.96411 -0.21788 4.37601 0.0 0.0 0.0
H 1.57450 -1.09855 4.53434 0.0 0.0 0.0
C 2.81252 -3.03630 -0.99453 -0.1 0.0 0.0
H 3.30388 -3.80534 -1.60129 0.0 0.0 0.0
C -0.14756 1.73947 5.26188 0.0 0.0 0.0
C -1.13886 -3.06529 -3.67249 0.1 -0.1 -0.3
H -0.44163 5.97486 -0.38566 0.0 0.0 0.0
N -0.81181 1.23769 1.62543 -0.1 0.1 0.0
C -4.26187 3.05174 -0.04802 0.1 -0.1 0.0
C 0.17927 -4.86652 1.25668 0.1 0.1 -0.1
H 5.23159 0.87315 -0.03939 0.1 0.0 0.0
N -2.84383 -0.47999 -1.53272 0.0 0.0 0.1
H 2.51573 1.23175 2.61111 -0.1 0.0 0.0
H 5.83831 -1.47037 -0.56520 0.0 -0.1 -0.1
C -1.73836 0.70328 -4.88299 0.0 0.0 0.0
H -3.11696 -4.87782 3.25692 0.0 0.0 0.0
H 3.71760 -0.67885 3.69151 0.0 0.0 0.0
S -2.98880 -4.78169 -3.59332 0.2 0.3 0.2
C -3.06095 5.22810 -0.07727 0.0 -0.1 -0.1
H 5.95213 1.37382 1.49609 0.0 0.0 0.0
H -4.07237 5.64627 -0.01227 0.0 0.0 0.0
C -3.96090 -0.96535 0.51522 -0.1 0.1 -0.1
C 5.46397 0.54202 0.97693 0.0 0.0 0.0
C 4.56737 -0.60545 3.01026 -0.1 0.0 0.0
C -2.93396 -2.84791 1.54453 0.0 -0.1 0.2
C 3.86053 -2.32383 -0.12947 -0.1 0.2 0.0
H -4.12198 1.97701 -0.17096 -0.1 -0.1 0.0
H -3.44479 2.98147 -2.68389 -0.1 0.0 0.0
C -2.18318 -4.88547 2.70397 0.0 0.0 -0.1
C 0.45207 0.08101 3.12302 0.0 0.1 0.1
C 0.02421 4.28026 -2.36289 0.1 0.0 0.0
H 1.19990 5.42768 -0.06579 0.0 0.0 0.0
C -2.56619 -3.85894 -2.19512 -0.1 -0.4 -0.3
C 0.14586 5.13229 -0.02482 0.0 0.0 0.0
H 1.01778 4.68316 -2.58806 0.0 0.0 0.0
Ti -1.24748 -1.33774 -0.56821 -1.0 -0.8 0.5
N -1.60113 -3.01887 -2.38613 -0.2 -0.1 0.1
H -0.71730 1.43429 -6.61530 0.0 0.0 0.0
H -4.33581 3.26846 1.01901 0.0 -0.1 0.0
H 2.05978 3.32870 -0.95454 0.0 0.0 0.0
H 2.19298 -1.66166 2.65200 0.0 -0.1 0.0
H -3.84766 -2.90829 2.13664 0.0 0.0 0.0
H -0.38732 2.37348 6.10689 0.0 0.0 0.0
N 0.56797 -0.58154 1.91563 0.3 0.0 -0.1
H 2.04227 -3.52255 -0.40322 -0.1 0.1 0.0
H -0.70671 5.05438 -2.60752 0.0 0.0 0.0
C 0.64612 0.61763 5.44657 0.0 0.1 0.0
H -0.80527 3.29790 1.61573 -0.1 0.0 0.1
H 4.62764 -1.21571 -1.82953 0.0 0.0 0.0
H -4.59346 -1.65382 -1.41633 0.0 0.0 0.0
H 1.21151 2.76917 0.50073 0.0 0.0 0.0
H -3.74850 -0.00930 1.01127 -0.1 0.1 0.0
C -4.15304 -0.74341 -0.97469 -0.1 0.0 0.1
H 1.10572 -4.87750 0.69209 -0.1 0.0 0.0
H 1.74359 0.13120 -3.34097 0.0 0.0 0.0
C -0.66535 2.04707 4.00267 0.0 0.1 0.0
N -2.81721 -1.83974 0.65690 -0.2 0.0 -0.1
C 4.37268 -3.30453 0.92498 0.0 0.0 0.0
C -0.61631 1.03056 -5.61455 0.1 0.0 0.0
C -1.42479 2.49399 1.20457 -0.1 -0.2 -0.1
H -3.05369 -4.02862 -1.24302 0.0 0.2 0.0
C -0.04242 3.87990 -0.88691 0.0 -0.1 -0.1
H -2.41647 2.60216 1.65143 0.0 0.0 0.0
H -0.33127 -2.41822 -3.98206 0.0 0.1 0.1
H 4.56776 -4.27339 0.45086 0.0 0.0 0.0
H 0.96643 1.93857 -1.03143 0.0 -0.1 -0.1
H -4.86630 -1.38711 0.96597 0.0 0.0 0.0
C -1.24995 -5.87758 2.91728 0.0 0.0 0.0
H -2.45774 5.91824 -0.66602 0.0 0.0 0.0
H 6.18294 -0.27621 0.92019 0.0 0.0 0.0
C 0.65149 0.84192 -5.06113 0.0 0.0 -0.1
H 4.08232 2.02103 2.78865 0.0 0.0 0.0
P -1.55528 2.75757 -0.63830 -0.1 0.3 0.2
C 4.99422 -1.92330 -1.08166 0.0 0.0 0.0
H -0.14390 3.42437 -3.01915 0.0 -0.1 0.0
H 1.39505 -2.40975 1.27333 -0.1 -0.1 0.0
H 1.02102 0.38360 6.43561 0.0 0.0 0.0
H 5.35042 -0.04357 3.53201 0.0 0.0 0.0
B -0.39062 -0.00069 0.94612 0.4 0.5 1.0
H 1.53997 1.10857 -5.62085 0.0 0.0 0.0